Here is C4H6N2 in the gas phase at a distorted geometry from the OMol25 dataset. Energies are from wB97M-V/def2-TZVPD.

Results
- Kohn-Sham gap: 10.796 eV
- LUMO level: 0.0343 Eh
- SMILES: N#CCN1CC1
- E_tot: -7223.5922 eV

```
12
C4H6N2 (wB97M-V/def2-TZVPD)
N 2.600 1.519 -0.691
C 1.946 0.569 -0.607
C 1.070 -0.611 -0.548
N -0.083 -0.391 0.320
C -1.390 -0.522 -0.306
C -0.870 0.809 0.080
H 0.788 -0.853 -1.584
H 1.645 -1.459 -0.161
H -2.152 -1.022 0.287
H -1.415 -0.750 -1.372
H -0.554 1.482 -0.716
H -1.226 1.303 0.980
```



Here is a molecular structure, C11H30Cu3O13 at a distorted geometry from the OMol25 dataset. Energies are from wB97M-V/def2-TZVPD.

Results
- Kohn-Sham gap: 5.610 eV
- LUMO level: -0.2186 Eh
- Total charge: +1
- E_tot: -172419.5429 eV

```
57
C11H30Cu3O13 (wB97M-V/def2-TZVPD)
Cu -23.282 13.930 -22.768
Cu -20.930 12.488 -25.358
Cu -21.957 10.879 -21.024
C -23.185 11.495 -24.001
O -22.653 10.574 -24.677
O -23.400 11.371 -22.721
O -23.474 12.622 -24.554
C -25.605 8.685 -21.180
C -26.275 10.025 -20.850
O -26.176 10.958 -21.904
O -24.195 8.788 -21.547
H -26.076 8.171 -22.019
H -25.673 8.054 -20.296
H -25.748 10.430 -19.977
H -27.311 9.840 -20.574
H -25.244 11.152 -22.042
H -24.108 9.364 -22.315
C -17.862 11.746 -25.452
C -18.663 10.451 -25.323
O -19.942 10.606 -25.925
O -18.665 12.873 -25.110
H -17.509 11.846 -26.478
H -16.937 11.702 -24.876
H -18.841 10.233 -24.264
H -18.045 9.668 -25.767
H -20.572 10.055 -25.445
H -18.668 12.952 -24.149
C -23.431 10.502 -28.411
C -23.677 11.984 -28.469
O -23.080 12.743 -27.413
O -24.014 9.904 -27.266
H -22.358 10.289 -28.453
H -23.883 10.022 -29.279
H -24.752 12.176 -28.536
H -23.317 12.373 -29.424
H -23.477 12.521 -26.559
H -23.505 10.195 -26.502
C -27.727 12.221 -26.877
C -26.653 12.177 -25.833
O -26.052 13.457 -25.640
O -28.824 13.059 -26.555
H -28.169 11.235 -27.032
H -27.222 12.571 -27.786
H -25.878 11.456 -26.115
H -27.040 11.840 -24.862
H -25.223 13.348 -25.170
H -28.570 13.593 -25.795
C -22.250 6.744 -23.796
C -20.921 7.289 -23.345
O -20.974 8.679 -22.960
O -22.679 7.349 -24.998
H -22.992 6.858 -22.995
H -22.268 5.658 -23.903
H -20.219 7.302 -24.187
H -20.442 6.751 -22.529
H -21.478 9.268 -23.542
H -22.759 8.293 -24.833
```



Here is 3 unconnected molecules or ions with the total composition C4H11NO2 at a distorted geometry from the OMol25 dataset. Energies are from wB97M-V/def2-TZVPD.

Results
- Kohn-Sham gap: 9.419 eV
- LUMO level: 0.0105 Eh
- SMILES: C=N/C=C/C.O.O
- E_tot: -9908.6487 eV

```
18
C4H11NO2 (wB97M-V/def2-TZVPD)
C 2.339 1.059 0.409
N 1.394 0.717 1.296
C -0.026 0.950 0.710
C -1.093 0.257 1.311
C -2.543 0.576 1.216
H 1.948 1.639 -0.466
H 3.290 0.527 0.690
H -0.091 1.777 0.003
H -0.784 -0.545 2.023
H -2.802 0.681 0.153
H -3.322 -0.230 1.558
H -2.793 1.481 1.686
O 0.270 -1.086 -5.434
H 1.081 -0.615 -5.749
H 0.204 -0.780 -4.511
O 1.019 -2.236 2.090
H 0.578 -2.761 1.354
H 1.331 -1.411 1.662
```



Here is a molecular structure, C20H33FHfN5S at a distorted geometry from the OMol25 dataset. Energies are from wB97M-V/def2-TZVPD.

Results
- Kohn-Sham gap: 6.729 eV
- LUMO level: -0.1073 Eh
- Total charge: +1
- E_tot: -43577.6202 eV

```
61
C20H33FHfN5S (wB97M-V/def2-TZVPD)
Hf -0.022 -0.050 0.788
C 3.560 -3.319 -0.869
N 2.800 -2.153 -1.290
C 1.609 -2.422 -2.085
C 2.889 -0.968 -0.651
N 1.775 -0.272 -0.456
N 4.111 -0.525 -0.295
C 5.313 -0.859 -1.053
C 4.273 0.577 0.638
H 2.892 -4.025 -0.368
H 4.334 -3.038 -0.163
H 4.021 -3.805 -1.729
H 1.867 -3.162 -2.844
H 1.279 -1.513 -2.578
H 0.790 -2.798 -1.470
H 1.990 0.728 -0.451
H 5.062 -1.479 -1.907
H 6.039 -1.381 -0.427
H 5.770 0.063 -1.417
H 4.255 1.546 0.132
H 5.238 0.473 1.130
H 3.496 0.552 1.400
F 0.142 6.338 0.479
C 0.167 5.003 0.601
C 1.358 4.335 0.401
C 1.365 2.954 0.524
C 0.225 2.194 0.831
C -0.947 2.953 1.038
C -0.995 4.333 0.928
H 2.251 4.894 0.158
H 2.329 2.477 0.374
H -1.881 2.464 1.303
H -1.911 4.888 1.079
C 0.172 -5.309 -0.506
N 0.451 -5.453 0.913
C 0.491 -6.681 1.554
C 0.796 -6.458 2.846
N 0.941 -5.097 2.972
C 0.732 -4.469 1.792
S 0.876 -2.783 1.656
H -0.210 -6.258 -0.871
H 1.081 -5.060 -1.048
H -0.576 -4.540 -0.662
H 0.291 -7.596 1.028
H 0.925 -7.136 3.669
H 1.154 -4.586 3.813
C -2.340 -2.322 -1.440
C -2.882 -1.244 -0.503
C -3.996 -0.477 -1.225
C -3.465 -1.907 0.749
C -1.747 -0.317 -0.107
H -3.108 -3.057 -1.694
H -1.512 -2.833 -0.946
H -1.964 -1.881 -2.365
H -4.745 -1.158 -1.634
H -3.587 0.116 -2.045
H -4.505 0.204 -0.539
H -4.339 -2.513 0.493
H -3.782 -1.156 1.474
H -2.727 -2.559 1.223
H -2.184 0.637 0.273
```



Relative energy (zero: lowest compared OMol25 entry of this formula, charge and spin) (computed, kJ/mol): 192.9 68.4 346.7 121.8